1) The following is a quantum chemistry calculation of C4H7Br in the gas phase, from OMol25.

```
12
C4H7Br, DFT ωB97M-V/def2-TZVPD
C 0.3850 0.4116 -0.4007
C -0.2893 -0.4396 0.3553
C 0.0980 1.8551 -0.6243
C 0.0216 -1.8848 0.5460
Br -1.8418 0.1238 1.3408
H 1.2449 0.0210 -0.9307
H -0.1870 2.0186 -1.6645
H -0.7065 2.2076 0.0158
H 0.9914 2.4478 -0.4295
H 0.1563 -2.1096 1.6035
H -0.8009 -2.4989 0.1796
H 0.9282 -2.1527 0.0087
```

Computed properties:
SMILES: C/C=C(/C)Br
Gap between HOMO and LUMO (Ha): 0.36906
E_LUMO (eV): 0.92

---

2) The following is a quantum chemistry calculation of C4H7Br in the gas phase, from OMol25.

```
12
C4H7Br, DFT ωB97M-V/def2-TZVPD
C 0.9251 -0.6895 -0.2518
C -0.4878 -1.0832 -0.5542
C -0.0330 0.3586 -0.3384
C -0.3475 1.0411 0.9679
Br -0.1343 1.3648 -2.0105
H 1.2422 -0.9132 0.7637
H 1.7306 -0.8317 -0.9961
H -0.6148 -1.3706 -1.5711
H -1.1733 -1.6304 0.0735
H -1.4417 1.2592 1.1272
H 0.2529 2.1128 0.9423
H 0.0816 0.3822 1.8476
```

Computed properties:
SMILES: CC1(Br)CC1
Gap between HOMO and LUMO (Ha): 0.38862
E_LUMO (eV): 0.93

---

Stability verdict: 1), ahead by 1.114 eV

---

1) The following is a quantum chemistry calculation of 2 unconnected molecules or ions with the total composition C8H11N3, from OMol25.

```
22
C8H11N3, DFT ωB97M-V/def2-TZVPD
C 3.1472 0.1954 0.8515
C 3.6078 0.4644 -0.4794
C 0.3689 -2.3513 -0.6071
C 0.9575 -3.0657 0.1506
C 0.2638 0.7526 -0.9696
C -0.8740 0.8349 -0.2543
C -1.0280 0.4117 1.2381
C -2.2577 0.9730 -0.8091
N 1.8328 0.2871 0.8288
N 2.5514 0.6422 -1.2194
N 1.4861 0.5359 -0.4354
H 3.5611 -0.0107 1.8310
H 4.5370 0.5558 -0.9556
H 1.4257 -3.6825 0.8250
H -0.0931 -1.7323 -1.2777
H 0.1612 0.8728 -1.9956
H -2.0367 -0.1443 1.3577
H -0.0765 -0.1655 1.4533
H -1.0827 1.3942 1.7230
H -2.8973 0.1006 -0.7978
H -2.2048 1.1698 -1.9061
H -2.7044 1.6254 -0.1417
```

Computed properties:
SMILES: CC(C)=Cn1nccn1.C#C
Gap between HOMO and LUMO (Ha): 0.34614
E_LUMO (eV): 0.95

---

2) The following is a quantum chemistry calculation of C8H11N3 in the gas phase, from OMol25.

```
22
C8H11N3, DFT ωB97M-V/def2-TZVPD
C 3.2887 -0.7745 2.5496
C 0.3137 -0.1219 -0.0829
C -0.5330 0.8152 0.5788
C -1.5075 1.4124 -0.2335
C -1.9728 0.8364 -1.5315
C -3.4753 1.2840 -1.9284
C -1.1379 -0.1383 -2.1588
C -0.0067 -0.5292 -1.3689
H 3.4700 0.3153 2.4282
H 2.3714 -0.7335 3.2609
H 4.1643 -1.2481 2.9365
H 3.1452 -2.7164 2.0808
H -0.0518 1.0287 1.5452
H -1.8666 2.4746 -0.1049
H -4.3062 0.3877 -1.8624
H -4.0297 1.8807 -1.0050
H -3.3128 1.9762 -3.0007
H -1.4947 -0.8632 -3.0259
H 0.7939 -1.2025 -1.9296
N 2.9080 -1.8045 1.5721
N 1.8220 -1.7430 0.6285
N 1.4178 -0.5363 0.6519
```

Computed properties:
SMILES: CN/N=N/c1ccc(C)cc1
Gap between HOMO and LUMO (Ha): 0.31758
E_LUMO (eV): 0.49

---

Stability verdict: 1), ahead by 0.972 eV

---

1) The following is a quantum chemistry calculation of a gas-phase ion, C6H11N (charge -1), from OMol25.

```
18
C6H11N, DFT ωB97M-V/def2-TZVPD
C -1.7004 1.1901 -0.9218
C -1.2180 -0.0309 -0.1313
N 0.9245 -1.9756 -1.4893
C 1.0357 -1.2536 -0.3034
C 0.3220 -0.1520 0.1004
C 0.9375 0.9687 0.8544
C 0.9927 0.8183 2.2450
H -1.2236 2.0828 -0.5239
H -1.5603 1.0530 -1.9870
H -2.7782 1.3480 -0.6730
H -1.7523 -0.1264 0.8529
H -1.5144 -0.9313 -0.7215
H 1.4956 -2.7957 -1.5573
H 0.6044 -1.7222 -2.4224
H 1.6133 -1.7658 0.4657
H 1.5376 1.8386 0.5423
H 1.3782 -0.1507 2.6812
H 0.9057 1.6047 2.9890
```

Computed properties:
Charge: -1
Gap between HOMO and LUMO (spin up / spin down) (Ha): 0.13469 / 0.22722
E_LUMO (spin up / spin down) (eV): 4.15 / 4.09
Spin multiplicity: 2

---

2) The following is a quantum chemistry calculation of a gas-phase ion, C6H11N (charge -1), from OMol25.

```
18
C6H11N, DFT ωB97M-V/def2-TZVPD
C 0.0571 -1.9596 -1.7560
C 1.2905 -1.1388 -1.7283
C 1.0474 0.3798 -1.2723
C 0.6527 0.4173 0.1754
C -0.2876 1.2240 0.7934
N -0.8084 0.5729 1.9641
C -1.9687 0.9769 2.4266
H 0.1374 -2.9745 -2.0879
H -0.6309 -2.0245 -0.7925
H -0.6388 -1.5374 -2.5100
H 2.0459 -1.5455 -0.9785
H 1.8475 -1.1039 -2.7084
H 2.1255 1.0064 -1.2641
H 0.2147 0.7015 -1.9409
H 0.9376 -0.5271 0.7616
H -0.4548 2.2320 0.6087
H -2.7971 1.3054 1.7898
H -1.8768 1.0600 3.5405
```

Computed properties:
Charge: -1
Gap between HOMO and LUMO (spin up / spin down) (Ha): 0.14414 / 0.22394
E_LUMO (spin up / spin down) (eV): 4.01 / 3.99
Spin multiplicity: 2

---

Stability verdict: 2), ahead by 0.806 eV

---

1) The following is a quantum chemistry calculation of 2 unconnected molecules or ions with the total composition C2H6N3S, from OMol25.

```
12
C2H6N3S, DFT ωB97M-V/def2-TZVPD
C -1.2670 0.6240 -0.0918
C -1.4420 -0.8895 -0.1270
N 0.0748 1.0048 -0.0056
N 0.8120 0.0575 0.0931
N 2.7542 0.1794 -0.1224
S 0.2532 -1.4680 -0.0885
H -1.8067 1.2475 -0.9587
H -1.6131 0.9305 0.8430
H -1.9439 -1.2921 0.8082
H -1.7933 -1.3747 -1.0616
H 3.0449 1.1594 -0.0945
H 2.9269 -0.1788 0.8058
```

Computed properties:
Charge: +1
Gap between HOMO and LUMO (Ha): 0.28799
E_LUMO (eV): -6.58

---

2) The following is a quantum chemistry calculation of a gas-phase ion, C2H6N3S (charge +1), from OMol25.

```
12
C2H6N3S, DFT ωB97M-V/def2-TZVPD
C 2.2256 0.2949 0.0751
C -1.6296 0.2040 0.1831
N 1.0729 0.5782 0.7634
N 2.2515 -0.8116 -0.5708
N -2.6798 -0.4466 -0.2548
S -0.1668 -0.5991 0.3219
H 3.0433 0.8403 0.4270
H -1.8263 1.2244 0.3030
H 0.6586 1.4753 0.9267
H 3.0541 -1.3777 -0.9380
H -3.4360 0.0281 -0.6836
H -2.5675 -1.4103 -0.5531
```

Computed properties:
Charge: +1
Gap between HOMO and LUMO (Ha): 0.32442
E_LUMO (eV): -4.85

---

Stability verdict: 2), ahead by 3.297 eV

---

1) The following is a quantum chemistry calculation of a molecular structure, Cl2O3PS, from OMol25.

```
7
Cl2O3PS, DFT ωB97M-V/def2-TZVPD
O -0.9353 -0.5411 -0.5642
O -0.4972 1.8105 -0.0767
O 0.9102 -1.7176 0.5449
P -0.6783 1.0879 -1.3307
S 0.3030 -0.3909 0.4705
Cl 1.4677 0.7080 -1.6703
Cl -0.7994 -0.4486 2.2547
```

Computed properties:
Charge: -1
Gap between HOMO and LUMO (Ha): 0.32480
E_LUMO (eV): 3.76

---

2) The following is a quantum chemistry calculation of a molecular structure, Cl2O3PS, from OMol25.

```
7
Cl2O3PS, DFT ωB97M-V/def2-TZVPD
O 0.1007 -0.0884 -0.9984
O -1.3411 -1.8360 0.3874
O 1.3105 1.7840 -0.2940
P -1.4764 -0.6769 -0.5588
S 0.7728 0.5804 0.2644
Cl -1.7656 0.9765 0.8079
Cl 2.3991 -0.7396 0.3915
```

Computed properties:
Charge: -1
Gap between HOMO and LUMO (Ha): 0.31213
E_LUMO (eV): 3.62

---

Stability verdict: 2), ahead by 0.503 eV

---

1) The following is a quantum chemistry calculation of 2 unconnected molecules or ions with the total composition BrH4NSi, from OMol25.

```
7
BrH4NSi, DFT ωB97M-V/def2-TZVPD
N 0.3225 -1.2440 -0.0115
Si -0.0392 0.3800 -0.2826
Br -2.1637 0.1126 0.2654
H 1.3220 -1.5034 0.1214
H -0.2289 -1.8621 0.4328
H 0.4332 1.1182 -1.3863
H 0.3540 2.9988 0.8609
```

Computed properties:
Gap between HOMO and LUMO (spin up / spin down) (Ha): 0.34191 / 0.25212
E_LUMO (spin up / spin down) (eV): -0.35 / -0.52

---

2) The following is a quantum chemistry calculation of 2 unconnected molecules or ions with the total composition BrH4NSi, from OMol25.

```
7
BrH4NSi, DFT ωB97M-V/def2-TZVPD
N -1.2082 0.7687 -0.0066
Si 0.3535 1.0519 0.2579
Br 0.4889 -2.7069 0.0361
H 0.2050 -1.8036 -0.9596
H -1.8910 0.1162 0.2026
H 0.7699 2.0823 -0.7406
H 1.2820 0.4914 1.2103
```

Computed properties:
SMILES: N=[SiH2].Br
Gap between HOMO and LUMO (Ha): 0.34717
E_LUMO (eV): -0.06

---

Stability verdict: 2), ahead by 0.816 eV

---

1) The following is a quantum chemistry calculation of C4H4F2N2 in the gas phase, from OMol25.

```
12
C4H4F2N2, DFT ωB97M-V/def2-TZVPD
C 1.1092 -0.3447 -0.6604
C -0.2428 -0.1032 -0.1562
C -0.5946 0.7979 0.9939
C -1.2763 -0.2109 -1.1451
H 1.1821 -1.1416 -1.3730
H -1.5270 1.3854 1.0089
H 0.2869 1.3477 1.3484
H 0.2014 -0.9267 1.6288
N -0.6504 -0.6019 1.1699
N -2.0213 -0.2020 -2.0315
F 1.8882 -0.7612 0.3947
F 1.6445 0.7612 -1.1784
```

Computed properties:
SMILES: N#C[C@@]1(C(F)F)CN1
Gap between HOMO and LUMO (Ha): 0.42770
E_LUMO (eV): 0.80

---

2) The following is a quantum chemistry calculation of 2 unconnected molecules or ions with the total composition C4H4F2N2, from OMol25.

```
12
C4H4F2N2, DFT ωB97M-V/def2-TZVPD
C -2.0238 -1.0496 -0.5871
C -1.6837 0.5939 0.7881
C -0.6854 -0.8544 -0.3651
C 2.7198 0.0892 -0.5789
N -2.6165 -0.0936 0.1631
N -0.4923 0.1533 0.5079
F 2.4827 0.3303 0.6973
F 2.7440 1.2779 -1.1756
H -2.6238 -1.9234 -0.9097
H -1.8476 1.5047 1.3729
H 3.5501 -0.4993 -0.7944
H 0.4764 0.4709 0.8816
```

Computed properties:
Gap between HOMO and LUMO (spin up / spin down) (Ha): 0.31393 / 0.28266
E_LUMO (spin up / spin down) (eV): -0.44 / -0.94

---

Stability verdict: 1), ahead by 3.767 eV

---

1) The following is a quantum chemistry calculation of a molecular structure, CHI2NO2, from OMol25.

```
7
CHI2NO2, DFT ωB97M-V/def2-TZVPD
C 1.0841 -0.0932 -0.3738
N -1.5730 -0.2520 0.1943
O -2.3014 0.6143 -0.2557
O -1.5059 -1.1689 0.9230
I 1.6199 -0.8070 1.4049
I 0.9024 2.0865 -0.7191
H 1.7740 -0.3796 -1.1736
```

Computed properties:
Gap between HOMO and LUMO (spin up / spin down) (Ha): 0.30050 / 0.28732
E_LUMO (spin up / spin down) (eV): -1.41 / -0.93

---

2) The following is a quantum chemistry calculation of a molecular structure, CHI2NO2, from OMol25.

```
7
CHI2NO2, DFT ωB97M-V/def2-TZVPD
C -0.3508 -0.7422 -0.5909
N 0.2839 0.9956 0.9737
O 0.3679 2.0532 0.4640
O 0.3649 0.5625 2.0749
I 1.3589 -1.8477 -0.1466
I -0.7116 0.2598 -2.3718
H -1.3132 -1.2812 -0.4032
```

Computed properties:
Gap between HOMO and LUMO (spin up / spin down) (Ha): 0.30865 / 0.27732
E_LUMO (spin up / spin down) (eV): -1.23 / -1.17

---

Stability verdict: 2), ahead by 0.590 eV